[1]
{
  "formula": "C4H9NO",
  "method": "ωB97M-V/def2-TZVPD",
  "symbols": ["C", "C", "O", "C", "C", "N", "H", "H", "H", "H", "H", "H", "H", "H", "H"],
  "positions_angstrom": [[-1.766, -0.167, 0.077], [-0.551, 0.734, -0.071], [-0.243, 1.349, 1.168], [0.629, -0.081, -0.575], [1.974, 0.033, 0.019], [1.129, -1.128, 0.311], [-2.584, 0.366, 0.580], [-2.130, -0.515, -0.894], [-1.476, -1.034, 0.682], [-0.743, 1.525, -0.814], [-0.972, 1.155, 1.770], [0.568, -0.317, -1.639], [2.109, 0.707, 0.859], [2.836, -0.094, -0.632], [1.435, -1.934, -0.228]],
  "e_homo_ev": -9.5,
  "homo_lumo_gap_ev": 10.538,
  "spin_multiplicity": 1,
  "max_force_ha_per_bohr": 0.0062,
  "relative_energy_ev": 2.020,
  "smiles": "C[C@@H](O)[C@H]1CN1",
  "energy_ha": -287.75822
}



[2]
{
  "formula": "C4H9NO",
  "method": "ωB97M-V/def2-TZVPD",
  "symbols": ["C", "N", "C", "C", "C", "O", "H", "H", "H", "H", "H", "H", "H", "H", "H"],
  "positions_angstrom": [[0.588, 0.225, -2.092], [0.250, -0.382, -0.854], [0.503, 0.367, 0.291], [-0.645, 0.365, 1.443], [-1.111, -0.969, 1.563], [-1.787, -1.348, 2.591], [-0.018, -0.242, -2.928], [1.729, 0.246, -2.315], [0.389, 1.314, -2.133], [0.712, -1.367, -0.821], [0.681, 1.408, 0.036], [1.457, 0.283, 0.921], [-0.209, 0.634, 2.386], [-1.460, 1.103, 1.191], [-1.076, -1.637, 0.720]],
  "e_homo_ev": -9.0,
  "homo_lumo_gap_ev": 9.749,
  "spin_multiplicity": 1,
  "max_force_ha_per_bohr": 0.1420,
  "relative_energy_ev": 2.822,
  "smiles": "CNCCC=O",
  "energy_ha": -287.72874
}